This record from the OMol25 dataset describes a 2-piece molecular cluster, C2H2FNS overall in a non-equilibrium geometry. The level of theory is ωB97M-V with the def2-TZVPD basis set.

Calculated values
E_HOMO: -9.372 eV
E_LUMO: -3.2 eV
frontier orbital gap: 6.209 eV
multiplicity: 1
relative energy (zero: lowest compared OMol25 entry of this formula, charge and spin): 285.6 kJ/mol

Last column: Mulliken charge in e.
Positions of all 7 atoms, in Å:
C -0.40871 -1.16344 -0.28861  0.569
C 0.76871 -0.48783 -0.48868  -0.911
N -1.35586 -1.79281 -0.16710  -0.293
F -1.34614 1.89509 0.70433  -0.160
S 0.15963 1.79583 1.15979  0.094
H 0.98331 0.04950 -1.36855  0.338
H 1.19907 -0.29633 0.44882  0.364